# 1
This record from OMol25 describes C17H40N2O6S2 as an isolated structure. The level of theory is ωB97M-V/def2-TZVPD.

Structure (XYZ):
```
67
Properties=species:S:1:pos:R:3:lowdin_charge:R:1
H -0.6957 -3.4849 -1.3350 0.0823
C 1.3643 -2.8848 -1.0622 -0.2105
C 2.3785 -2.1788 2.4698 -0.1131
H 0.7932 -3.2993 0.9787 0.0911
C 0.2714 4.7542 0.4906 -0.1590
H 3.1298 -1.9699 0.4782 0.0951
C -3.7416 -1.8488 -0.0291 -0.4356
H -1.7813 -2.0108 0.8997 0.0475
H 1.0912 6.2962 -1.4499 0.1302
C -4.0272 -3.3738 -0.1177 -0.1775
H 1.1916 3.7373 -3.0710 0.0795
H -1.3708 1.7958 -0.9406 0.0953
H -1.0655 0.5098 0.2380 0.0602
H 1.3953 -2.0166 -1.7230 0.0997
C 2.5414 5.6552 0.5279 0.0065
H -0.1763 0.5082 -1.2921 0.0991
C 1.4944 5.2947 -1.5922 -0.1558
H 1.2789 2.2199 -1.7112 0.1048
H 0.7240 -6.0042 -1.4272 0.0956
O 0.3966 1.9325 0.1347 -0.2050
C 1.0176 -2.4401 0.3560 -0.2178
C 2.2219 -1.7211 1.0181 -0.2547
C 2.3031 3.3602 -0.1646 -0.0621
H -2.5243 -0.3553 0.8362 0.0504
H 3.2156 3.4764 -0.7495 0.1463
N 1.6209 4.7176 -0.1968 -0.2669
C 0.2908 4.3631 1.9535 -0.0451
H 3.1268 -1.5963 3.0011 0.0603
C 0.4058 -5.2136 -0.7596 -0.2486
C 0.2997 -3.8790 -1.5215 -0.2390
H 2.5085 5.3909 -1.9774 0.1323
H 2.5805 3.1974 0.8745 0.1354
H 2.0637 6.6291 0.5906 0.1178
H 1.4349 -2.1521 3.0032 0.0768
H 1.0882 -5.2006 0.0833 0.0935
H 0.7238 3.3806 2.1219 0.0822
H 3.4704 5.7219 -0.0320 0.1126
C 1.5379 2.1491 -0.6559 -0.2035
C 0.6335 4.5348 -2.5881 -0.0441
H -0.4037 4.1197 -0.0686 0.1104
H -3.6553 -3.7197 -1.0793 0.0889
H 0.3422 5.2202 -3.3833 0.0950
S -3.2368 -4.4564 1.0758 0.4832
H 2.3226 -3.3997 -1.0804 0.1092
C -0.6013 1.1439 -0.5142 -0.0504
O -1.0625 -6.9721 0.4222 -0.3294
H 2.2073 1.2849 -0.5517 0.1375
H -3.0990 -1.5336 1.9685 0.0841
O -3.4436 -3.9744 2.4136 -0.3222
O -4.9688 -1.1446 0.2085 -0.0490
O -1.9718 -5.8288 -1.4991 -0.3440
N -1.6757 -4.4781 0.6739 -0.3314
S -1.2365 -5.7204 -0.2563 0.4934
H -0.7348 4.3343 2.3173 0.1016
H -0.2789 4.1276 -2.1588 0.0804
H 2.7444 5.2623 1.5174 0.1040
H -5.3988 -1.0904 -0.6573 0.0899
H -0.0828 5.7819 0.3889 0.1365
H 0.8237 5.0909 2.5650 0.0797
H 0.3412 -4.1037 -2.5834 0.1068
H 2.7327 -3.2083 2.4610 0.0763
H -5.0866 -3.5937 -0.1088 0.1025
C -2.6902 -1.4257 0.9694 -0.0633
H 0.1407 -1.7979 0.3943 0.0823
O -3.8857 -5.7244 0.8816 -0.3324
H 2.0297 -0.6454 1.0416 0.0780
H -3.3832 -1.5434 -1.0166 0.1265
```

Summary:
HOMO-LUMO gap ... 0.2225 Ha
Relative energy (zero: lowest compared OMol25 entry of this formula, charge and spin) ... 279.9 kJ/mol

# 2
This record from OMol25 describes C17H40N2O6SiSr as an isolated structure. The level of theory is ωB97M-V/def2-TZVPD.

Structure (XYZ):
```
67
Properties=species:S:1:pos:R:3:lowdin_charge:R:1
H 0.7455 -0.0454 2.5259 0.0325
H 6.9653 -2.2756 -0.3004 0.0931
C 4.6464 -2.0104 1.1719 -0.0230
H 5.8313 3.1545 -1.0875 0.0953
H 3.8583 3.1378 -2.6301 0.0959
H 3.9480 3.7981 0.5205 0.1020
N -0.2333 -1.3024 -0.4097 -0.0627
H 4.6340 -2.6457 -3.8630 0.0821
C 3.3504 0.3557 -5.0086 -0.0269
C 0.2401 -2.0323 0.7748 -0.2806
H 2.9378 -2.1435 -3.9798 0.0838
H 6.0821 1.6473 -0.1898 0.0904
H -1.7052 -2.5667 1.4813 0.1138
O 4.4526 -0.1480 -2.9236 -0.1149
H 2.3693 0.2430 -4.5467 0.0753
H 1.1624 -1.5551 1.1439 0.0879
C 4.0301 2.0360 -0.7245 -0.6387
C 5.5220 2.1108 -1.0041 -0.0252
C 3.9345 -2.0060 -4.4042 -0.0264
C -1.1591 2.3015 0.0998 -0.4874
C -0.8224 -2.0453 1.8632 -0.1936
O -2.3393 2.8745 0.4464 -0.1355
H -1.5727 -0.0793 1.4437 0.0688
H -1.1846 -1.5685 -0.6287 0.0884
H -3.9241 1.7798 1.1781 0.0802
Sr 1.0457 1.0614 -0.4108 1.5368
C 3.2202 2.6851 -1.8715 -0.0362
H 4.6367 -0.9230 1.2535 0.0752
H 2.6233 1.9506 -2.4233 0.0509
H 0.5677 -3.0509 0.5439 0.1158
H 6.0641 0.6895 -4.7703 0.0858
H 6.4712 -0.9834 -4.3591 0.0826
H 6.1417 -0.7868 -0.7861 0.0711
C 4.8132 -2.4285 -0.2853 -0.6386
O 3.6815 -1.9550 -1.0250 -0.0948
C 5.7532 -0.3504 -4.8826 -0.0272
H 3.2766 0.0949 -6.0660 0.0894
H 3.8413 -4.3352 -0.0283 0.0853
H 0.3612 -1.4806 -1.2193 0.0418
H -0.4583 -2.6161 2.7205 0.1155
O -0.1775 3.0389 0.3368 -0.2558
H 5.4640 -2.4011 1.7801 0.0897
H 5.7563 1.5949 -1.9335 0.0790
H 3.9113 -2.3207 -5.4486 0.0919
C 6.1149 -1.8751 -0.8547 -0.0206
H 2.5713 3.4871 -1.5059 0.0895
H 5.7697 -0.6054 -5.9434 0.0883
H 4.8784 -4.2375 -1.4574 0.0844
C -1.2282 -0.6480 2.3146 -0.2934
Si 3.3722 -0.5153 -1.7437 -0.0326
C 3.7239 2.7336 0.5973 -0.0318
H 6.2197 -2.1498 -1.9050 0.0809
H -3.2304 1.1843 -0.3513 0.0671
H -2.0687 -0.7227 3.0071 0.1123
C -3.4891 2.0756 0.2218 -0.1178
C 4.7856 -3.9454 -0.4105 -0.0273
H -0.3324 0.9961 3.1716 0.0708
O 3.6486 0.6549 -0.5244 -0.2346
N -0.1313 0.0131 3.0298 0.0173
H 3.7060 -2.4005 1.5664 0.0825
O 1.8477 -0.3827 -2.1242 -0.4374
H 3.6638 1.3989 -4.9335 0.0854
H 2.6707 2.6693 0.8998 0.0548
H -4.2199 2.6612 -0.3353 0.0806
C 4.3594 -0.5447 -4.3046 -0.6350
H 5.6044 -4.3956 0.1530 0.0880
H 4.3243 2.2993 1.3969 0.0957
```

Summary:
HOMO-LUMO gap ... 0.2948 Ha
Relative energy (zero: lowest compared OMol25 entry of this formula, charge and spin) ... 14.0 kJ/mol